Entry 1:
The following is a quantum chemistry calculation of a single C8H4F3N3 molecule in a non-equilibrium geometry, from the OMol25 dataset.

The geometry in XYZ format:
```
18
Properties=species:S:1:pos:R:3
C -2.6573 1.2773 1.5614
C 1.1908 -0.8509 1.5894
C 1.3145 0.9230 -0.0181
C -1.5329 0.6343 1.2101
C 0.1118 2.2809 1.4533
C -0.8351 -0.1226 0.1775
C 0.7376 -0.4185 0.2969
C 0.1901 2.8398 2.8002
N -3.6191 1.7792 1.9950
N 1.6866 -1.0797 2.6012
N 0.9884 1.8862 0.7088
F 0.1274 1.8405 3.7675
F 1.3472 3.4936 2.9624
F -0.8453 3.6522 3.1605
H 2.1513 1.0601 -0.8822
H -1.3113 -1.2151 0.0029
H -0.9883 0.2093 -0.8548
H 0.8522 -1.2023 -0.3785
```

## Properties
HOMO-LUMO gap (spin up / spin down) in eV: 6.62 / 6.96
2S+1: 1
Energy in a.u.: -770.855676
HOMO level (spin up / spin down) in eV: -8.414 / -9.168
Lowest unoccupied orbital energy (spin up / spin down) in eV: -1.789 / -2.203

***

Entry 2:
The following is a quantum chemistry calculation of a molecular structure, C8H4NO5SV in a non-equilibrium geometry, from the OMol25 dataset.

The geometry in XYZ format:
```
20
Properties=species:S:1:pos:R:3
O -2.7528 -0.8623 -4.3589
C -1.9698 -0.4379 -3.6561
V 0.7213 0.4028 0.4733
C 1.3032 0.2957 2.3976
O 1.7832 0.3314 3.4648
C 2.4868 1.7012 0.4273
O 3.2691 2.3839 -0.0787
C -0.7455 1.6215 0.2772
O -1.7260 2.2762 0.2438
C 1.2491 -1.1679 -0.5147
O 1.5210 -2.1769 -1.0718
H 0.1550 0.5279 -1.0075
S -2.4614 -3.3839 1.3136
C -3.3191 -1.9015 1.6098
C -2.5044 -0.8330 1.3415
N -1.2000 -1.1744 0.9592
C -1.0588 -2.4994 0.8717
H -4.3415 -1.8875 1.9616
H -2.8146 0.2012 1.4237
H -0.1734 -3.0527 0.5597
```

## Properties
HOMO-LUMO gap (spin up / spin down) in eV: 8.81 / 7.67
2S+1: 4
Energy in a.u.: -2080.080408
HOMO level (spin up / spin down) in eV: -13.320 / -13.516
Lowest unoccupied orbital energy (spin up / spin down) in eV: -4.511 / -5.846
Total charge: +1

***

Entry 3:
The following is a quantum chemistry calculation of 21 unconnected molecules or ions with the total composition C8H53N2O24 in a non-equilibrium geometry, from the OMol25 dataset.

The geometry in XYZ format:
```
87
Properties=species:S:1:pos:R:3
O 0.4262 1.9511 2.3499
O 2.1481 -2.0713 1.7096
O -2.7822 -0.3453 0.7989
O 2.9865 -0.1829 1.0669
C -0.0824 1.6650 1.2771
C 2.3486 -1.2513 0.8677
C -2.2052 -0.1239 -0.3003
N -2.9414 0.1917 -1.3626
N -0.1795 0.4295 0.8629
C -0.5379 2.7796 0.3346
C -2.4310 0.4830 -2.6784
C 1.5796 -1.5029 -0.4659
C -0.0012 -1.4432 -0.4282
C -0.6390 -0.0967 -0.3693
H -3.9716 0.3030 -1.3015
H 0.0325 -0.2407 1.5953
H -0.7110 3.7361 0.8023
H -1.4703 2.5591 -0.1372
H 0.2429 2.8597 -0.3454
H -1.7977 1.3190 -2.5820
H -3.2871 0.7250 -3.3901
H -1.9456 -0.3740 -3.0896
H 1.8017 -2.4590 -1.0091
H 1.8762 -0.6647 -1.1956
H -0.3879 -2.0313 0.3820
H -0.4040 -1.9205 -1.3304
H -0.2322 0.4677 -1.2176
O 4.8363 -2.1217 3.1362
H 3.8414 -2.1067 2.9859
H 5.2339 -1.4018 2.5065
O 0.3915 -3.5455 -3.4954
H -0.6294 -3.4278 -3.3720
H 0.6347 -4.2522 -2.7916
O -0.7391 -4.8421 0.7197
H -1.2409 -3.9440 0.7363
H -1.3336 -5.6136 1.0372
O 1.4842 -2.2971 4.1991
H 0.7011 -1.6267 4.2806
H 1.8410 -2.1468 3.2448
O 3.1666 2.1995 -0.1084
H 3.0397 1.2736 0.4555
H 4.0675 2.1462 -0.6342
O -1.7721 2.9031 3.7547
H -2.4606 2.2876 3.2594
H -0.8240 2.7271 3.3094
O 2.1846 4.4334 0.8984
H 3.0675 4.9600 1.1818
H 2.5072 3.4513 0.7257
O 2.1430 0.0048 -4.0242
H 2.2780 -1.0533 -4.0413
H 2.9806 0.3780 -3.5255
O -5.2452 1.4080 -5.1421
H -4.8041 2.2815 -5.3394
H -4.7340 0.6969 -5.6309
O -5.4531 -0.5506 -3.0415
H -5.5090 0.1795 -3.7960
H -4.9181 -1.3775 -3.3858
O 2.3804 0.6613 3.6250
H 2.7676 0.2527 2.7764
H 1.5481 1.2379 3.3487
O 0.4116 1.7751 -3.1338
H 0.9023 2.5627 -2.7579
H 1.1409 1.1875 -3.5300
O 0.2194 5.6728 -0.6140
H 0.8648 5.2287 0.0798
H -0.4311 6.2335 -0.0561
O 5.6571 -0.4408 1.2889
H 6.0962 0.5003 1.3130
H 4.6718 -0.4121 1.0062
O -2.8196 -2.8797 1.7116
H -2.8265 -3.0625 2.7055
H -2.5277 -1.9825 1.5111
O -3.0514 0.6410 3.3092
H -3.8812 0.1175 3.6055
H -2.9312 0.4025 2.2889
O -2.5595 -3.4178 -3.0659
H -3.2918 -3.2687 -3.7482
H -3.0442 -3.4819 -2.1292
O -0.6603 -0.5965 4.0461
H -1.4538 -0.0357 3.8448
H -0.5636 -0.5118 5.0602
O 2.1402 -4.8298 1.3801
H 1.2095 -5.0815 0.9685
H 2.1879 -3.7838 1.2646
O 1.8622 3.7430 -2.0940
H 1.3418 4.4502 -1.6171
H 2.4694 3.3333 -1.3351
```

## Properties
HOMO-LUMO gap in eV: 6.78
2S+1: 1
Energy in a.u.: -2251.917483
HOMO level in eV: -5.830
Lowest unoccupied orbital energy in eV: 0.947
Total charge: -1

***

Entry 4:
The following is a quantum chemistry calculation of a single C8H5BrClF3 molecule in a non-equilibrium geometry, from the OMol25 dataset.

The geometry in XYZ format:
```
18
Properties=species:S:1:pos:R:3
F 0.1203 -3.3123 0.7856
C -0.5376 -2.3770 0.0786
Cl -1.7364 -3.0336 -0.9314
C -0.1390 -1.0845 0.1930
C 0.9762 -0.6545 1.0355
C 1.7092 0.4105 0.6666
C 1.5356 1.0052 -0.6469
C 0.4176 0.7675 -1.3320
C -0.7020 0.0872 -0.5834
C -1.2751 1.2327 0.3616
F -0.6085 2.3767 0.3648
F -1.3799 0.8410 1.6358
Br -3.1246 1.6427 -0.2402
H 1.1965 -1.2034 1.9350
H 2.4917 0.8023 1.2952
H 2.3332 1.6064 -1.0507
H 0.2141 1.1514 -2.3168
H -1.4913 -0.2583 -1.2502
```

## Properties
HOMO-LUMO gap in eV: 8.55
2S+1: 1
Energy in a.u.: -3641.593382
HOMO level in eV: -8.722
Lowest unoccupied orbital energy in eV: -0.174

***

Entry 5:
The following is a quantum chemistry calculation of a molecular structure, C8H5Cl2ErNO3Sm in a non-equilibrium geometry, from the OMol25 dataset.

The geometry in XYZ format:
```
21
Properties=species:S:1:pos:R:3
Er 0.6110 -3.0935 -0.9236
Sm 0.9066 1.8208 0.0412
Cl 2.9363 -2.7433 -0.3581
Cl -0.3630 0.0306 -1.2964
C -1.2383 2.0561 1.1350
C 1.2649 -2.3951 -3.0294
C -1.0786 -3.3568 -2.6426
O -2.2529 1.9826 1.6874
O 1.4046 -1.9330 -4.0837
O -1.8151 -3.3409 -3.5374
C 2.6155 0.4066 3.8227
C 1.2370 0.2134 3.9947
C 0.4252 0.1078 2.8794
N 0.9477 0.3352 1.6389
C 2.3177 0.2767 1.4438
C 3.1694 0.3739 2.5510
H 3.2560 0.5486 4.6958
H 0.7839 0.1599 4.9848
H -0.6492 -0.0582 2.9063
H 2.6641 0.0239 0.4222
H 4.2435 0.4206 2.3713
```

## Properties
HOMO-LUMO gap (spin up / spin down) in eV: 7.36 / 8.68
2S+1: 9
Energy in a.u.: -3180.082649
HOMO level (spin up / spin down) in eV: -24.054 / -24.056
Lowest unoccupied orbital energy (spin up / spin down) in eV: -16.690 / -15.374
Total charge: +4

***

Entry 6:
The following is a quantum chemistry calculation of 2 unconnected molecules or ions with the total composition C8H5F2NO in a non-equilibrium geometry, from the OMol25 dataset.

The geometry in XYZ format:
```
17
Properties=species:S:1:pos:R:3
O 0.8277 1.7105 -2.1495
C 0.4092 1.0950 -1.1941
C -0.7877 1.4638 -0.4606
C -1.2957 0.6534 0.4795
C -0.6906 -0.5733 0.8020
C 0.5091 -0.9253 0.3361
C 1.1646 -0.1673 -0.6325
C 2.2831 -0.3622 -1.3553
F 3.0898 -1.3936 -1.3265
H -1.1994 2.4603 -0.5932
H -2.2684 0.6410 0.9590
H -1.0571 -1.1339 1.7356
H 1.1150 -1.6715 0.8461
H 2.3253 0.3793 -2.2028
N 2.6306 1.1892 1.5454
C 3.4495 0.4722 1.1941
F 4.4640 -0.2300 0.9873
```

## Properties
HOMO-LUMO gap (spin up / spin down) in eV: 7.69 / 7.69
2S+1: 1
Energy in a.u.: -637.436305
HOMO level (spin up / spin down) in eV: -8.671 / -8.671
Lowest unoccupied orbital energy (spin up / spin down) in eV: -0.985 / -0.984

***

Entry 7:
The following is a quantum chemistry calculation of a single C8H5NOS molecule in a non-equilibrium geometry, from the OMol25 dataset.

The geometry in XYZ format:
```
16
Properties=species:S:1:pos:R:3
O 3.9880 0.5114 -0.5561
C 3.3885 -0.2817 0.0517
C 1.8649 -0.2930 0.0254
C 1.0533 0.8161 0.0928
C -0.3615 0.4606 0.0249
C -1.5146 1.2380 -0.0761
C -2.7360 0.6038 -0.1571
N -2.8513 -0.7210 -0.2406
C -1.8494 -1.4727 -0.1849
C -0.5579 -0.9663 -0.0426
S 0.9743 -1.7815 -0.0809
H 4.0392 -0.8002 1.0310
H 1.3736 1.6586 0.3113
H -1.3529 2.2896 -0.0566
H -3.5692 1.0988 0.0711
H -1.8889 -2.3606 -0.2132
```

## Properties
HOMO-LUMO gap in eV: 8.78
2S+1: 1
Energy in a.u.: -835.921776
HOMO level in eV: -8.958
Lowest unoccupied orbital energy in eV: -0.173

***

Entry 8:
The following is a quantum chemistry calculation of a single C8H6 molecule in a non-equilibrium geometry, from the OMol25 dataset.

The geometry in XYZ format:
```
14
Properties=species:S:1:pos:R:3
C 0.8535 -1.8328 -1.9661
C 0.5437 -0.9730 -0.9923
C 0.7849 0.4505 -0.9519
C 0.0888 0.9399 0.0649
C -0.7070 1.2424 1.2726
C -0.9674 2.0814 2.2756
C -0.5918 -0.1347 0.8187
C -0.3833 -1.2865 0.1559
H 0.6468 -2.8089 -1.8980
H 1.2833 -1.3693 -2.8362
H 1.3191 1.1283 -1.6448
H -1.5031 1.7423 3.0392
H -0.6260 3.0292 2.2477
H -0.7415 -2.2087 0.4148
```

## Properties
HOMO-LUMO gap in eV: 7.92
2S+1: 1
Energy in a.u.: -308.217870
HOMO level in eV: -8.682
Lowest unoccupied orbital energy in eV: -0.761